# C2H22BN4O11

A 9-piece molecular cluster, C2H22BN4O11 overall (ωB97M-V/def2-TZVPD, OMol25).

```
40
Properties=species:S:1:pos:R:3:forces:R:3
O 3.1799 -0.5098 -0.6271 -0.05 0.12 -0.75
B 3.1233 0.8316 -0.9077 0.36 -0.34 0.76
O 4.0651 1.7014 -0.4514 -0.59 0.20 -0.06
O 2.0912 1.3738 -1.6919 -0.12 -0.04 -0.21
N 1.2411 0.4452 -2.2420 -0.29 -0.10 0.00
C 0.2920 -0.1052 -1.4979 0.08 0.10 0.09
N 0.0416 0.1759 -0.2094 0.20 -0.02 -0.17
C -0.9607 -0.6154 0.1205 0.28 0.40 0.26
N -1.3616 -1.3684 -0.8948 -0.16 0.00 0.26
N -0.5606 -1.0441 -1.9565 0.05 -0.01 -0.07
H 3.7259 -0.9683 -1.2934 0.10 -0.69 0.10
H 3.7252 2.0914 0.3717 0.36 0.27 0.19
H 1.3835 0.2180 -3.2121 0.16 0.10 -0.01
H -1.4201 -0.6136 1.0990 -0.26 -0.22 -0.12
H -2.0935 -2.0601 -0.9149 0.00 -0.06 -0.22
H -0.6426 -1.4614 -2.8688 -0.11 -0.13 0.06
O 5.3446 0.5596 -3.5793 -0.19 0.00 0.11
H 5.8055 1.3268 -3.9352 0.10 -0.08 -0.07
H 4.9241 0.8931 -2.7802 0.18 0.22 0.05
O 5.8456 -1.3169 1.3919 -0.13 0.04 0.00
H 6.3254 -1.7240 0.6653 0.06 0.00 0.03
H 5.0398 -0.9756 0.9889 -0.04 0.00 -0.09
O -3.4990 -0.3119 1.7557 0.09 -0.20 -0.10
H -4.1231 0.0507 1.1160 0.00 0.24 0.13
H -4.0394 -0.4202 2.5499 -0.01 -0.19 -0.02
O -5.0523 2.0765 1.6083 -0.09 0.02 -0.01
H -4.4053 2.5512 2.1406 0.04 -0.04 0.00
H -5.6005 2.7636 1.2146 -0.07 -0.04 0.02
O -6.4023 -0.6055 3.1821 0.42 0.11 -0.07
H -6.7913 -0.9517 2.3693 -0.12 0.03 0.04
H -6.1567 0.3012 2.9554 -0.19 0.05 -0.03
O 2.9530 1.6499 2.2847 0.09 -0.13 -0.13
H 2.1532 1.5757 2.8137 -0.04 0.10 -0.05
H 3.5593 1.0063 2.6692 0.06 0.06 0.00
O 4.8062 -2.0365 -2.6292 -0.06 0.31 0.26
H 5.4324 -2.7216 -2.3752 -0.06 -0.04 0.02
H 5.3425 -1.3242 -3.0124 -0.02 -0.03 -0.20
O -8.7795 -0.2299 1.7187 0.00 0.05 -0.03
H -9.6809 -0.1452 1.3945 -0.01 -0.03 -0.01
H -8.8312 -0.0826 2.6694 -0.01 -0.03 0.01
```
Positions in Å, forces in eV/Å.

As for the orbital gap: 10.6 eV. The maximum force comes out at 0.0176 hartree/bohr. The HOMO energy is -13.325 eV. As for the total charge: +1. The value obtained for the electronic energy is -31586.2428 eV.

Atom charges from the Löwdin analysis, given in e for atoms 1 to 8: atom 1 (O): 0.1737, atom 2 (B): -0.8305, atom 3 (O): 0.1953, atom 4 (O): 0.1577, atom 5 (N): 0.1025, atom 6 (C): -0.3059, atom 7 (N): 0.2096, atom 8 (C): -0.0744

# C34H32ClN2O3OsSi

C34H32ClN2O3OsSi as an isolated structure at a distorted geometry (ωB97M-V/def2-TZVPD, OMol25).

```
74
Properties=species:S:1:pos:R:3:forces:R:3
Os 0.3566 0.2216 -0.8675 0.38 0.42 0.15
N 0.2472 -0.5176 -2.8614 0.37 -0.49 0.73
C 0.5952 -1.8436 -3.3614 -0.05 0.20 0.13
C 0.3551 -2.0590 -4.7102 -0.10 0.10 -0.20
C 0.6628 -3.2738 -5.2914 -0.01 -0.04 -0.02
C 1.2395 -4.2635 -4.5050 0.04 -0.08 -0.06
C 1.4771 -4.0306 -3.1634 0.01 -0.21 -0.05
C 1.1321 -2.8231 -2.5428 0.00 -0.04 0.23
C 1.4734 -2.6141 -1.1090 0.11 -0.07 0.06
C 1.8110 -3.7349 -0.3390 0.08 -0.12 0.03
C 2.4338 -3.6232 0.8928 -0.07 0.06 -0.02
C 2.8050 -2.3625 1.3539 0.07 -0.13 -0.01
C 2.3948 -1.2450 0.6539 0.18 -0.15 -0.06
C 1.6152 -1.3407 -0.5144 -0.22 0.09 0.05
H 0.7271 0.1775 -3.4114 0.28 0.29 -0.35
H -0.7244 -0.3268 -3.0550 -0.38 0.00 -0.20
H -0.0787 -1.2580 -5.3065 0.06 -0.12 0.08
H 0.4680 -3.4402 -6.3443 0.03 0.01 0.09
H 1.5263 -5.2155 -4.9444 -0.06 0.17 0.08
H 1.9750 -4.8042 -2.5901 -0.09 0.12 -0.13
H 1.5953 -4.7261 -0.7249 0.03 0.14 0.14
H 2.6620 -4.5146 1.4662 0.02 0.07 -0.07
H 3.3922 -2.2467 2.2612 -0.10 -0.05 -0.12
H 2.6813 -0.2761 1.0346 0.02 -0.24 -0.08
C -3.4660 -0.0802 -0.5882 -0.20 0.42 -0.04
Si -2.5405 -1.3413 0.3862 0.01 -0.09 -0.03
C -3.6270 -1.8267 1.8134 -0.22 -0.09 0.35
C -2.1656 -2.8412 -0.6341 0.18 -0.22 -0.23
N -0.9811 -0.5908 0.8625 0.07 0.25 -0.11
C -0.4412 -0.6366 2.0683 -0.23 -0.21 0.16
C -0.8786 -1.5472 3.0941 0.01 -0.08 -0.16
C -0.2616 -1.6050 4.3065 0.15 0.05 0.18
C 0.8368 -0.7659 4.5722 0.00 0.02 -0.03
C 1.3001 0.1389 3.6201 -0.03 -0.25 0.28
C 0.6686 0.2224 2.4021 -0.17 -0.10 0.12
O 1.0261 1.0624 1.4081 0.31 0.44 -0.27
C 2.0109 2.0689 1.6075 -0.23 -0.02 0.07
C 1.8897 2.9550 2.6587 -0.21 0.25 0.11
C 2.8353 3.9631 2.8046 -0.10 0.00 0.10
C 3.8839 4.0816 1.9061 0.05 -0.03 -0.02
C 3.9729 3.1980 0.8396 0.11 0.15 0.01
C 3.0322 2.1946 0.6852 -0.22 -0.19 0.06
H -4.4751 -0.4593 -0.8077 0.24 0.10 0.04
H -2.9731 0.1355 -1.5347 0.00 0.10 -0.10
H -3.5696 0.8610 -0.0277 -0.01 -0.19 -0.17
H -4.6559 -1.8849 1.4370 0.14 0.00 0.05
H -3.6128 -1.0949 2.6315 -0.07 -0.15 -0.15
H -3.3702 -2.8130 2.2224 -0.20 0.20 -0.08
H -3.0701 -3.4588 -0.7241 0.19 0.12 -0.01
H -1.3777 -3.4471 -0.1695 -0.13 0.04 -0.10
H -1.8366 -2.5754 -1.6476 -0.02 -0.11 0.17
H -1.6863 -2.2343 2.8670 0.36 0.23 0.10
H -0.6086 -2.3083 5.0579 0.11 0.11 -0.10
H 1.3432 -0.8276 5.5278 -0.03 0.01 -0.05
H 2.1616 0.7520 3.8298 0.02 0.05 0.05
H 1.0460 2.8958 3.3375 0.09 -0.06 -0.01
H 2.7356 4.6646 3.6250 0.02 -0.05 -0.06
H 4.6219 4.8633 2.0329 -0.04 -0.03 -0.03
H 4.7724 3.2968 0.1137 -0.08 -0.03 0.07
H 3.0718 1.5251 -0.1535 0.06 -0.19 -0.27
Cl -4.3612 6.1978 -0.3685 0.10 -0.08 -0.01
C -3.0799 5.0301 -0.4825 -0.02 0.27 0.40
C -2.1388 4.9296 0.5501 -0.03 0.12 0.10
C -1.1171 4.0141 0.4887 0.18 -0.15 0.07
C -0.9907 3.1206 -0.5961 -0.08 0.05 -0.14
O 0.0234 2.2777 -0.6155 -0.49 -0.59 -0.35
C -1.9433 3.2543 -1.6420 0.30 -0.03 0.20
C -1.8746 2.4566 -2.8321 0.07 -0.73 -0.39
O -1.1945 1.4361 -3.0057 -0.62 1.14 0.32
C -2.9679 4.2233 -1.5688 0.03 -0.34 -0.52
H -2.2221 5.5997 1.3983 0.03 -0.05 -0.04
H -0.3699 3.9591 1.2744 -0.11 0.02 -0.06
H -2.5194 2.7844 -3.6637 -0.02 0.05 0.04
H -3.6784 4.3167 -2.3875 0.14 -0.05 0.09
```
Positions in Å, forces in eV/Å.

The expectation value of S² is 6.0671. As for the orbital gap (spin up / spin down): 7.9 / 5.7 eV. Its spin multiplicity is 5. The maximum force comes out at 0.0260 hartree/bohr. The HOMO energy (spin up / spin down) is -10.492 / -10.660 eV. As for the total charge: +1. As for the energy above the lowest of the compared OMol25 structures with the same formula, charge and spin: 30.4 kJ/mol. The value obtained for the electronic energy is -67760.0708 eV.

Atom charges from the Löwdin analysis, given in e for atoms 1 to 8: atom 1 (Os): 1.5505, atom 2 (N): -0.0439, atom 3 (C): -0.2215, atom 4 (C): -0.0189, atom 5 (C): -0.0581, atom 6 (C): -0.0539, atom 7 (C): -0.0143, atom 8 (C): -0.1238